The following is a quantum chemistry calculation of a cluster of 16 separate species, C64H176N16O16 in total in a non-equilibrium geometry, from the Open Molecules 2025 dataset.

Geometry as XYZ:
```
272
C64H176N16O16 ωB97M-V/def2-TZVPD
C 3.295 0.623 -3.462
C 3.600 1.800 -2.598
C 3.931 2.976 -3.442
O 5.140 2.670 -4.080
C 5.443 3.579 -5.133
N 2.459 2.247 -1.773
H 4.133 0.381 -4.127
H 2.481 0.841 -4.148
H 3.068 -0.286 -2.888
H 4.358 1.519 -1.839
H 3.984 3.886 -2.790
H 3.133 3.133 -4.176
H 4.684 3.522 -5.897
H 6.440 3.344 -5.471
H 5.500 4.626 -4.801
H 1.920 1.429 -1.487
H 2.820 2.733 -0.949
C 5.134 3.996 0.704
C 3.780 4.678 0.886
C 3.400 5.372 -0.377
O 4.456 6.152 -0.858
C 4.179 6.923 -1.970
N 2.594 3.812 1.224
H 5.301 3.252 1.462
H 5.878 4.762 0.877
H 5.260 3.584 -0.312
H 3.837 5.348 1.758
H 2.592 6.022 -0.067
H 3.094 4.635 -1.121
H 3.691 7.836 -1.752
H 3.500 6.438 -2.683
H 5.209 7.100 -2.354
H 2.672 3.487 2.207
H 1.751 4.400 1.111
C 0.479 7.497 2.293
C -0.112 6.089 2.284
C -1.595 6.100 2.562
O -1.798 6.701 3.824
C -3.133 7.114 3.938
N 0.119 5.554 0.930
H 0.570 7.848 3.312
H -0.119 8.214 1.692
H 1.475 7.442 1.838
H 0.379 5.443 3.058
H -2.089 5.110 2.408
H -2.099 6.696 1.791
H -3.323 8.017 3.315
H -3.361 7.203 5.033
H -3.834 6.302 3.575
H -0.465 4.711 0.767
H -0.321 6.174 0.256
C 5.229 -0.516 -0.537
C 6.492 -0.923 -1.348
C 7.089 0.311 -2.075
O 7.992 -0.160 -3.038
C 8.608 0.949 -3.667
N 7.534 -1.516 -0.476
H 4.853 -1.452 -0.091
H 4.459 -0.029 -1.176
H 5.519 0.157 0.270
H 6.026 -1.537 -2.130
H 7.510 1.002 -1.325
H 6.332 0.852 -2.601
H 7.827 1.555 -4.134
H 9.341 0.622 -4.456
H 9.224 1.613 -3.026
H 7.284 -2.386 -0.048
H 8.388 -1.620 -1.035
C -5.666 -7.733 -0.061
C -6.287 -6.426 -0.588
C -5.915 -6.209 -2.044
O -4.504 -6.128 -2.102
C -4.156 -5.897 -3.451
N -7.729 -6.309 -0.489
H -5.814 -7.864 0.999
H -4.573 -7.801 -0.256
H -6.055 -8.644 -0.545
H -5.871 -5.557 -0.078
H -6.407 -5.295 -2.408
H -6.191 -7.026 -2.717
H -3.036 -5.846 -3.520
H -4.599 -4.951 -3.808
H -4.500 -6.735 -4.105
H -8.026 -5.958 0.372
H -8.323 -7.046 -0.862
C -0.694 -0.430 -6.971
C -0.527 -1.844 -7.629
C -0.491 -1.635 -9.110
O -1.764 -1.196 -9.544
C -1.571 -0.381 -10.743
N 0.621 -2.587 -7.132
H 0.144 0.267 -7.201
H -0.656 -0.450 -5.863
H -1.670 0.009 -7.284
H -1.391 -2.454 -7.378
H -0.336 -2.550 -9.648
H 0.330 -0.953 -9.376
H -2.567 -0.193 -11.087
H -1.117 -0.990 -11.540
H -1.017 0.488 -10.427
H 0.854 -3.408 -7.682
H 1.459 -2.011 -7.343
C -4.316 -2.848 2.484
C -3.100 -3.381 3.208
C -2.855 -2.649 4.550
O -1.791 -3.238 5.275
C -0.590 -2.610 4.935
N -3.301 -4.838 3.397
H -4.291 -1.756 2.474
H -5.286 -3.064 2.894
H -4.419 -3.172 1.425
H -2.225 -3.169 2.598
H -3.703 -2.722 5.233
H -2.611 -1.569 4.406
H 0.263 -3.059 5.484
H -0.647 -1.601 5.245
H -0.411 -2.695 3.852
H -2.430 -5.200 3.836
H -4.011 -4.968 4.116
C 2.512 5.308 5.312
C 3.556 4.360 5.904
C 4.283 3.512 4.861
O 3.376 2.686 4.069
C 2.944 1.505 4.647
N 4.664 5.071 6.587
H 1.670 4.688 4.900
H 2.910 5.956 4.588
H 2.015 5.952 6.034
H 3.101 3.699 6.629
H 5.024 2.883 5.390
H 4.774 4.143 4.134
H 3.584 0.629 4.375
H 1.888 1.394 4.276
H 2.915 1.568 5.771
H 4.312 5.537 7.427
H 4.940 5.869 6.003
C -1.013 1.521 -3.104
C -1.322 2.843 -2.399
C -1.746 2.524 -0.925
O -2.055 3.668 -0.183
C -3.226 4.318 -0.710
N -0.198 3.737 -2.437
H -1.903 0.944 -3.318
H -0.335 0.897 -2.530
H -0.510 1.723 -4.033
H -2.140 3.310 -2.969
H -0.784 2.192 -0.544
H -2.514 1.740 -0.901
H -2.896 4.908 -1.591
H -3.626 4.837 0.145
H -3.935 3.555 -1.128
H 0.757 3.309 -2.278
H -0.332 4.561 -1.872
C -1.882 -5.678 0.494
C -0.559 -5.888 -0.202
C 0.372 -6.944 0.353
O 0.703 -6.754 1.696
C 1.601 -5.697 1.955
N -0.766 -6.260 -1.630
H -2.606 -6.470 0.292
H -2.315 -4.698 0.263
H -1.755 -5.625 1.554
H -0.034 -4.931 -0.253
H 1.214 -6.901 -0.379
H -0.145 -7.899 0.302
H 2.494 -5.751 1.376
H 1.712 -5.724 3.055
H 1.144 -4.710 1.737
H -1.395 -5.521 -2.028
H -1.225 -7.146 -1.737
C -0.235 2.243 2.589
C -1.192 1.520 3.564
C -1.959 2.504 4.451
O -1.064 3.318 5.132
C -1.700 4.031 6.165
N -2.198 0.833 2.799
H 0.244 1.461 1.999
H 0.608 2.793 3.036
H -0.785 2.883 1.864
H -0.653 0.863 4.256
H -2.612 1.958 5.163
H -2.623 3.016 3.720
H -2.154 3.330 6.800
H -2.432 4.764 5.753
H -0.929 4.629 6.670
H -2.606 1.528 2.137
H -1.709 0.147 2.282
C 5.273 -3.026 4.806
C 4.475 -2.373 3.677
C 5.250 -1.216 2.954
O 5.578 -0.177 3.873
C 6.111 0.936 3.183
N 3.931 -3.321 2.689
H 5.468 -2.109 5.364
H 6.150 -3.539 4.392
H 4.772 -3.696 5.510
H 3.594 -1.920 4.137
H 4.634 -0.808 2.116
H 6.166 -1.586 2.523
H 6.799 0.608 2.411
H 6.602 1.523 3.939
H 5.271 1.464 2.730
H 4.528 -4.143 2.602
H 3.866 -2.980 1.736
C -5.643 1.758 1.651
C -6.693 1.133 2.536
C -6.042 0.850 3.842
O -6.921 0.223 4.717
C -7.056 -1.195 4.683
N -7.846 2.055 2.643
H -6.033 1.950 0.628
H -4.885 1.000 1.510
H -5.254 2.683 2.082
H -7.068 0.264 2.077
H -5.855 1.804 4.346
H -5.124 0.280 3.662
H -7.480 -1.532 5.654
H -6.082 -1.626 4.488
H -7.879 -1.440 3.982
H -8.088 2.238 3.624
H -7.666 2.938 2.244
C -4.743 0.166 -4.205
C -6.096 -0.040 -3.497
C -5.835 -0.615 -2.134
O -5.220 -1.885 -2.324
C -5.046 -2.545 -1.084
N -6.808 1.247 -3.385
H -4.100 -0.698 -4.249
H -4.321 0.984 -3.640
H -5.020 0.458 -5.255
H -6.620 -0.845 -4.017
H -6.758 -0.780 -1.653
H -5.207 0.069 -1.576
H -5.943 -2.604 -0.482
H -4.295 -1.971 -0.512
H -4.750 -3.609 -1.291
H -6.747 1.741 -4.260
H -7.776 1.063 -3.195
C 4.028 -3.862 -3.471
C 2.633 -3.742 -2.846
C 1.562 -3.322 -3.791
O 0.312 -3.221 -3.078
C -0.832 -3.452 -3.898
N 2.234 -5.008 -2.150
H 4.705 -4.209 -2.685
H 4.442 -2.855 -3.680
H 4.050 -4.556 -4.262
H 2.670 -2.919 -2.078
H 1.444 -3.983 -4.660
H 1.833 -2.321 -4.177
H -0.821 -2.800 -4.767
H -1.730 -3.315 -3.271
H -0.834 -4.442 -4.400
H 2.692 -5.812 -2.581
H 1.243 -5.215 -2.213
C 1.440 -1.334 2.201
C 1.562 -1.244 0.696
C 0.263 -1.649 0.010
O -0.657 -0.652 0.308
C -1.953 -1.032 -0.153
N 1.926 0.065 0.172
H 2.332 -0.956 2.709
H 1.184 -2.351 2.530
H 0.684 -0.700 2.648
H 2.329 -1.996 0.388
H -0.144 -2.596 0.357
H 0.479 -1.657 -1.080
H -2.041 -0.998 -1.235
H -2.611 -0.369 0.344
H -2.232 -2.079 0.146
H 1.038 0.569 0.165
H 2.521 0.606 0.748
```

For the total energy, the calculation gives -125814.297 eV. The highest occupied orbital energy comes out at -8.3 eV. As for the max |F|: 2.613 eV/Å. The orbital gap is 8.84 eV. As for the total charge: 0. Its multiplicity is 1.

Löwdin population analysis, charges in e, atoms 1 to 8: number 1, C, carries -0.0490; number 2, C, carries -0.4462; number 3, C, carries -0.2245; number 4, O, carries -0.1934; number 5, C, carries -0.0858; number 6, N, carries 0.0536; number 7, H, carries 0.0890; number 8, H, carries 0.0811

---

The following is a quantum chemistry calculation of the molecule CHBrF3N in a non-equilibrium geometry, from the Open Molecules 2025 dataset.

Geometry as XYZ:
```
7
CHBrF3N ωB97M-V/def2-TZVPD
F 1.605 -0.505 0.623
C 0.417 -0.361 -0.041
F -0.163 -1.576 0.215
F 0.600 -0.472 -1.406
N -0.355 0.611 0.449
Br -2.119 0.802 -0.491
H 0.014 1.501 0.650
```

For the total energy, the calculation gives -80737.212 eV. The highest occupied orbital energy comes out at -10.9 eV. As for the max |F|: 5.176 eV/Å. The orbital gap is 9.53 eV. As for the total charge: 0. Its multiplicity is 1.

How is the electron density shared among the atoms? According to Löwdin, the charges in e are: number 1, F, carries 0.1212; number 2, C, carries -0.7847; number 3, F, carries 0.0618; number 4, F, carries 0.0697; number 5, N, carries -0.2100; number 6, Br, carries 0.6773; number 7, H, carries 0.0646

---

The following is a quantum chemistry calculation of a cluster of 3 separate species, C20H34ClN3O in total in a non-equilibrium geometry, from the Open Molecules 2025 dataset.

Geometry as XYZ:
```
59
C20H34ClN3O ωB97M-V/def2-TZVPD
C 0.979 -3.302 3.716
N 1.338 -1.844 3.940
C 1.840 -1.402 5.156
C 2.247 -0.025 5.280
C 1.970 0.865 4.192
C 1.341 0.335 3.061
C 1.107 -1.008 2.911
C 2.352 2.312 4.257
C 1.737 3.296 3.417
C 2.176 4.634 3.437
N 3.084 5.017 4.333
C 3.726 4.143 5.102
C 3.413 2.784 5.055
C 3.672 6.361 4.201
H 0.769 -3.825 4.650
H 1.881 -3.780 3.335
H 0.136 -3.430 3.038
H 2.110 -2.220 5.808
H 2.641 0.402 6.190
H 1.109 1.017 2.256
H 0.685 -1.398 1.996
H 0.952 3.081 2.707
H 1.683 5.377 2.828
H 4.495 4.702 5.614
H 4.109 2.253 5.688
H 3.793 6.845 5.170
H 2.915 6.951 3.682
H 4.633 6.283 3.692
C -1.310 1.706 -3.269
C -0.982 0.236 -3.684
N -1.925 -0.895 -3.283
C -1.885 -0.941 -1.734
C -3.374 -0.662 -3.627
C -4.374 -1.858 -3.163
C -1.394 -2.197 -3.890
C -1.388 -2.302 -5.438
O -0.967 -3.560 -5.825
C -2.024 -4.499 -5.712
H -1.341 2.007 -2.222
H -2.264 2.068 -3.653
H -0.579 2.435 -3.617
H 0.021 -0.097 -3.418
H -1.061 0.236 -4.771
H -2.526 -0.157 -1.329
H -0.844 -0.904 -1.415
H -2.266 -1.933 -1.491
H -3.266 -0.434 -4.687
H -3.623 0.297 -3.171
H -4.225 -2.791 -3.706
H -5.409 -1.584 -3.369
H -4.367 -2.119 -2.105
H -1.798 -3.024 -3.307
H -0.342 -2.203 -3.604
H -0.690 -1.668 -5.985
H -2.377 -2.113 -5.855
H -3.036 -4.098 -5.764
H -1.979 -5.110 -4.811
H -2.010 -5.204 -6.543
Cl 0.709 -3.056 -0.264
```

For the total energy, the calculation gives -40314.588 eV. The highest occupied orbital energy comes out at -11.6 eV. As for the max |F|: 2.846 eV/Å. The orbital gap is 3.99 eV. As for the total charge: +2. Its multiplicity is 1.

Löwdin population analysis, charges in e, atoms 1 to 8: number 1, C, carries 0.0430; number 2, N, carries -0.0522; number 3, C, carries 0.0729; number 4, C, carries 0.0745; number 5, C, carries -0.1165; number 6, C, carries 0.0403; number 7, C, carries 0.0066; number 8, C, carries -0.0848

---

The following is a quantum chemistry calculation of a cluster of 3 separate species, C13H25N2O5 in total in a non-equilibrium geometry, from the Open Molecules 2025 dataset.

Geometry as XYZ:
```
45
C13H25N2O5 ωB97M-V/def2-TZVPD
C -0.888 -1.383 1.693
C 0.505 -1.374 1.583
N 1.165 -2.535 1.549
N 2.435 -2.512 2.342
C 2.935 -3.886 2.352
C 2.143 -2.109 3.680
C 2.576 -0.716 4.048
O 1.600 -2.818 4.504
H -1.541 -0.854 1.006
H -1.340 -1.983 2.472
H 1.031 -0.411 1.516
H 3.542 -4.032 1.458
H 2.080 -4.567 2.281
H 3.502 -4.092 3.257
H 3.438 -0.399 3.469
H 1.752 -0.021 3.889
H 2.831 -0.700 5.108
O 2.324 1.334 1.757
C 2.220 1.973 0.753
O 1.235 2.901 0.679
C 1.074 3.780 -0.428
C 0.262 3.141 -1.538
C 3.076 1.691 -0.460
H 2.041 4.146 -0.782
H 0.539 4.640 -0.025
H 0.766 2.266 -1.948
H 0.097 3.856 -2.347
H -0.704 2.814 -1.153
H 2.624 0.859 -1.001
H 4.057 1.383 -0.110
H 3.201 2.535 -1.135
O -3.399 1.875 -0.921
C -3.632 0.935 -1.630
O -2.667 0.031 -1.864
C -2.881 -1.202 -2.548
C -2.798 -1.043 -4.053
C -4.965 0.792 -2.337
H -3.820 -1.660 -2.233
H -2.082 -1.850 -2.192
H -3.578 -0.383 -4.435
H -2.900 -2.013 -4.541
H -1.835 -0.613 -4.329
H -4.935 1.387 -3.250
H -5.734 1.195 -1.684
H -5.233 -0.231 -2.588
```

For the total energy, the calculation gives -27101.171 eV. The highest occupied orbital energy comes out at -1.6 eV. As for the max |F|: 1.685 eV/Å. The orbital gap is 4.16 eV. As for the total charge: -1. Its multiplicity is 1.

Löwdin population analysis, charges in e, atoms 1 to 8: number 1, C, carries -0.1094; number 2, C, carries -0.4183; number 3, N, carries -0.0013; number 4, N, carries -0.1909; number 5, C, carries -0.1360; number 6, C, carries -0.5152; number 7, C, carries -0.0260; number 8, O, carries 0.0498